Entry 1:
Molecular formula: C29H44BrN3P2Pd
Method: DFT, ωB97M-V/def2-TZVPD

Structure (XYZ):
```
80
Properties=species:S:1:pos:R:3:forces:R:3
C -5.058352 -2.193030 -4.042865 0.4 0.7 -0.2
C -3.724707 -1.767803 -4.190703 -0.3 0.2 -0.2
C -3.471365 -0.604479 -4.947272 -0.7 -0.4 0.4
C -4.561309 0.125307 -5.438414 -0.1 1.4 -0.9
N -5.817449 -0.263215 -5.231081 3.1 -2.4 1.4
C -6.077196 -1.393646 -4.576283 -1.8 -0.1 -0.1
C -2.648223 -2.460540 -3.541436 1.0 -0.7 0.3
C -1.699541 -3.003591 -2.983181 -0.5 0.1 -0.5
C -0.604966 -3.440717 -2.184655 -0.9 0.0 -0.6
C -0.837682 -4.241519 -1.042358 0.0 -0.4 1.8
C -0.035161 -4.040423 0.089315 -1.1 -0.7 -1.9
C 0.915436 -3.025460 -0.054919 1.2 -0.5 0.7
C 1.496050 -2.678143 -1.294420 -1.1 -0.6 -1.7
C 0.693282 -2.912750 -2.408321 1.5 1.2 0.6
Pd 1.145258 -1.495628 1.167920 1.2 0.6 1.5
P -0.745082 -0.385978 0.627261 -1.1 0.4 -0.1
H -2.453362 -0.265494 -5.132122 -0.4 0.1 -0.1
H -5.299110 -3.103432 -3.499920 -0.2 0.2 -0.2
H -4.393063 1.045480 -6.006086 -0.1 -0.2 0.1
H -7.122058 -1.692944 -4.456008 0.2 0.1 -0.1
H 0.987804 -2.597995 -3.411008 -0.1 0.0 0.3
H -1.701259 -4.910485 -1.025385 0.2 0.3 0.1
H 2.469622 -2.192864 -1.332688 -0.2 -0.1 -0.3
H -0.160838 -4.564774 1.033481 -0.2 0.0 -0.3
C -1.163166 0.913152 1.828857 0.1 0.1 0.2
C -2.093081 2.021275 1.328098 -0.2 0.2 0.1
H -0.204590 1.340277 2.159880 -0.3 -0.1 0.0
H -1.599053 0.396926 2.697682 0.2 0.1 -0.2
H -2.257717 2.734651 2.145292 0.0 -0.1 -0.2
H -1.661066 2.580444 0.489546 -0.1 -0.1 0.1
H -3.078077 1.642091 1.028552 0.3 0.1 0.1
C -0.519292 0.345801 -1.022378 0.1 0.1 -0.1
C -1.791512 0.499903 -1.856740 -0.2 0.3 -0.3
H 0.190137 -0.306218 -1.553439 -0.1 0.3 0.1
H -0.014832 1.312646 -0.869290 -0.1 -0.2 -0.1
H -1.548281 1.066961 -2.764837 -0.1 -0.1 0.2
H -2.173762 -0.474939 -2.184502 0.1 0.3 0.3
H -2.591390 1.043728 -1.335508 0.3 -0.2 -0.1
C -2.143313 -1.557900 0.529148 0.0 -0.2 0.1
C -3.531512 -1.026324 0.903263 -0.2 -0.1 -0.1
H -1.879281 -2.390749 1.198600 -0.1 0.2 -0.1
H -2.124685 -1.976345 -0.490233 -0.1 0.2 0.3
H -4.249048 -1.854240 0.826439 0.1 0.2 0.1
H -3.559218 -0.656604 1.936662 0.0 -0.1 -0.3
H -3.877832 -0.234509 0.226162 0.1 -0.2 0.2
Br 2.550225 1.269032 1.926323 0.6 0.8 -0.6
P 3.372766 2.942915 0.572672 -0.3 -1.0 0.1
C 1.983784 4.072677 0.375598 -0.6 0.0 0.1
C 2.320985 5.553117 0.166796 0.3 0.4 0.0
H 1.377238 3.950984 1.286092 0.1 0.1 -0.2
H 1.381656 3.700631 -0.469536 0.2 -0.1 0.2
H 1.405047 6.094965 -0.098769 0.2 -0.2 0.1
H 2.713696 6.015959 1.079950 -0.1 -0.2 -0.2
H 3.040436 5.720231 -0.644158 -0.1 -0.1 0.1
C 4.805120 3.643054 1.388487 0.3 0.2 0.4
C 6.167338 3.231895 0.820931 0.3 -0.2 -0.4
H 4.728764 3.346961 2.445396 0.0 0.2 -0.2
H 4.686104 4.736249 1.344035 -0.1 -0.2 0.0
H 6.954247 3.651094 1.456043 -0.2 -0.1 -0.1
H 6.304581 2.144296 0.796772 0.0 0.2 0.1
H 6.330517 3.624389 -0.192400 -0.1 -0.1 0.3
C 3.752627 2.027752 -0.937986 0.1 -0.5 -0.1
C 4.053072 2.880903 -2.169825 0.1 0.4 -0.3
H 2.893991 1.365082 -1.132955 0.1 0.3 0.2
H 4.604997 1.370490 -0.708656 -0.2 0.2 0.1
H 4.206637 2.218535 -3.030260 0.0 0.1 0.2
H 3.226569 3.554574 -2.425341 0.1 -0.1 0.1
H 4.967287 3.476759 -2.059349 -0.3 -0.1 0.0
C -0.396698 -4.167619 5.714820 -0.2 -0.5 0.6
N 0.149262 -3.063650 4.944482 0.4 0.7 -0.8
C 0.446976 -1.798545 5.433414 0.1 -0.2 -0.9
C 0.925019 -1.065524 4.377797 -0.5 -0.9 -0.1
N 0.905079 -1.890722 3.259975 0.1 0.0 -0.7
C 0.447371 -3.083204 3.619115 -0.3 0.4 1.5
H 0.294105 -4.457066 6.517474 -0.1 0.1 -0.3
H -1.351639 -3.880931 6.175564 0.3 0.0 -0.2
H -0.559738 -5.020851 5.051892 0.1 0.2 0.1
H 0.293694 -1.523762 6.460574 0.0 -0.1 0.1
H 1.271380 -0.044485 4.332252 -0.1 -0.1 0.1
H 0.321346 -3.952088 2.982674 0.1 0.2 0.3
```
Positions in Å, forces in eV/Å.

Properties
LUMO level (spin up / spin down): -11.52 / -14.25 eV
HOMO level (spin up / spin down): -18.10 / -18.73 eV
Net charge: +4
Energy above the lowest of the compared OMol25 structures with the same formula, charge and spin: 6.53 kcal per mole
Multiplicity: 5
⟨S²⟩: 6.0766

Entry 2:
Molecular formula: C29H44BrO8P
Method: DFT, ωB97M-V/def2-TZVPD

Structure (XYZ):
```
83
Properties=species:S:1:pos:R:3:forces:R:3
C 1.250927 2.506827 0.999020 -0.8 0.1 -10.0
C 1.301590 2.457710 -0.422387 -0.8 0.9 8.8
C 1.289560 2.638370 -2.083325 -1.6 -0.5 1.7
P 2.934865 2.079148 -2.894605 1.3 0.5 0.4
Br 2.401738 1.865291 -5.136535 -0.2 -0.2 1.1
C 3.479497 0.340838 -2.315626 -0.8 -1.1 0.5
C 2.281704 -0.815571 -2.472439 0.8 1.7 0.4
O 1.783434 -1.057632 -1.109379 0.2 -2.5 -1.8
C 1.422766 -2.502651 -0.925630 0.1 0.4 0.4
C 1.367028 -2.743632 0.698664 1.7 -0.5 -0.4
O 0.060966 -3.178977 1.217170 -1.2 3.0 -1.6
C -1.022202 -2.247466 0.866957 -3.6 2.2 -1.0
C -0.901626 -0.622259 0.690315 -3.0 -2.3 -0.5
C -2.244701 0.269992 0.252622 -0.3 -3.6 0.5
C -3.727206 -0.392130 0.028618 3.0 -2.2 1.0
C -5.099324 0.471784 -0.384124 1.7 -0.4 1.3
C -4.740126 2.064896 -0.234169 -1.0 0.5 0.5
C -6.203814 0.116644 0.778958 0.1 -1.6 0.0
C -5.492168 -0.019003 -1.894003 -0.1 0.6 -0.6
C -7.036406 0.261802 -2.355622 -0.3 -0.4 -1.7
C -8.113127 -0.907317 -1.833060 -0.1 1.1 1.1
C -7.046167 0.102879 -4.021441 -0.8 -0.8 0.4
C -7.586091 1.784405 -2.063542 0.1 -0.3 -1.1
C -3.868124 -2.029227 0.248548 4.5 1.2 0.7
C -2.534546 -2.911686 0.634731 0.1 3.2 -0.3
H 0.811346 2.672108 2.092400 1.4 -0.6 -3.0
H 0.387043 2.040298 -2.535448 1.6 1.0 1.2
H 1.072012 3.782011 -2.296727 0.8 -2.4 0.4
H 4.464904 0.034020 -2.888141 -2.1 0.9 1.0
H 3.788477 0.450910 -1.169901 -1.0 -0.2 -2.6
H 1.423815 -0.288987 -3.073440 1.5 -1.5 0.7
H 2.752481 -1.747287 -3.002530 -1.2 1.6 1.1
H 0.415790 -2.768067 -1.482648 1.8 0.6 1.3
H 2.269120 -3.167287 -1.384459 -1.4 1.2 0.9
H 2.123675 -3.639832 0.921442 -1.9 1.8 -0.3
H 1.828958 -1.810520 1.269088 -1.3 -1.7 -1.3
H 0.146853 -0.103051 0.851602 -2.5 -1.1 -0.6
H -2.049387 1.425108 0.116402 -0.6 -2.7 0.3
H -4.107012 2.286607 0.750725 -1.3 -0.7 -2.2
H -5.773477 2.635293 -0.060904 2.3 -1.1 -0.5
H -4.221518 2.541794 -1.169493 -0.9 -1.1 1.8
H -6.562181 -1.000065 0.557356 0.6 2.5 0.6
H -7.144983 0.812883 0.782490 1.9 -1.2 -0.1
H -5.707777 0.067042 1.863623 -1.0 0.4 -2.5
H -5.245721 -1.164620 -2.106417 -0.5 2.4 0.8
H -4.791783 0.589745 -2.641820 -1.4 -1.2 1.6
H -8.983669 -1.093304 -2.609687 2.0 0.3 1.5
H -7.544667 -1.888163 -1.533973 -1.2 1.8 -0.9
H -8.636080 -0.504352 -0.839594 1.1 -1.0 -2.1
H -6.254705 0.782945 -4.549807 -1.6 -1.2 1.0
H -8.162262 0.331551 -4.378465 2.6 -0.3 0.6
H -6.867977 -1.037203 -4.327804 -0.1 2.5 0.7
H -8.437715 1.983014 -2.876900 1.6 -0.4 2.1
H -6.742930 2.590973 -2.315277 -1.8 -1.8 0.8
H -8.007338 1.889306 -0.977114 0.9 0.0 -2.1
H -4.882819 -2.627502 0.142499 2.4 1.5 0.2
H -2.643537 -4.074534 0.793306 0.3 2.6 -0.4
C 4.553187 -1.630061 3.869563 0.4 -0.2 -0.2
C 4.066125 -0.314947 4.443486 0.0 -1.5 -0.2
C 2.982618 0.335577 3.637410 -0.8 -0.4 -0.3
O 3.136624 1.702899 3.976968 1.0 0.6 0.4
C 4.457568 1.871235 4.301357 0.9 2.1 0.2
O 4.992770 2.954962 4.464927 -1.1 -2.3 -0.4
O 5.089993 0.666042 4.409702 -0.2 1.3 0.0
H 5.506999 -1.918645 4.323940 -0.2 0.0 0.2
H 3.823090 -2.426568 4.043636 0.0 0.1 0.1
H 4.729347 -1.553790 2.791484 -0.2 0.0 0.6
H 3.768242 -0.449595 5.490848 -0.1 0.1 -0.1
H 1.985421 -0.020997 3.907184 0.1 0.2 0.1
H 3.120323 0.234099 2.555159 0.1 -0.1 0.3
C 8.667945 0.681701 1.633422 -0.1 0.1 0.4
C 7.632932 -0.136967 0.888658 1.4 0.5 0.3
C 7.159045 0.496081 -0.384766 0.6 0.2 -0.7
O 5.872052 -0.076004 -0.542740 -0.6 -0.5 1.0
C 5.426442 -0.372424 0.719015 -1.6 -0.4 0.3
O 4.283461 -0.705634 0.984017 2.3 0.7 -1.0
O 6.430646 -0.238349 1.634323 -1.3 -0.2 -0.7
H 8.772850 0.324550 2.663438 0.0 -0.1 -0.2
H 9.642114 0.623883 1.138025 -0.2 -0.1 0.0
H 8.374580 1.734929 1.694679 0.0 -0.2 -0.1
H 8.008070 -1.154408 0.721570 -0.1 0.1 -0.1
H 7.797955 0.254915 -1.237971 -0.3 0.0 0.0
H 7.044215 1.583651 -0.317434 0.1 -0.1 0.2
```
Positions in Å, forces in eV/Å.

Properties
LUMO level: 0.25 eV
HOMO level: -7.83 eV
SMILES: C#CCP(Br)CCOCCOc1ccc(C(C)(C)CC(C)(C)C)cc1.C[C@@H]1COC(=O)O1.C[C@@H]1COC(=O)O1
Multiplicity: 1

no.,electronic energy (a.u.)
1,-4678.68219
2,-4648.06368